Record 1
Molecular formula: C6H10ClN4O2S
Method: DFT, ωB97M-V/def2-TZVPD

Calculated values
**SMILES string**: CS/C(=N/[C@@H](Cl)C(C)=[N+]([O-])[O-])[NH+]=C=[NH2+]
**Energy**: -1462.0792 Ha
**M**: 237.7 g mol⁻¹
**Lowest unoccupied orbital energy**: -4.2243 eV
**Total charge**: +1
**HOMO**: -13.0 eV

```
24
Properties=species:S:1:pos:R:3:forces:R:3
C -0.5721 -4.0459 -0.7143 1.15 3.27 -3.02
S -1.2691 -2.4590 -1.5550 0.26 -0.37 0.69
C -0.3115 -1.1263 -0.8930 -1.06 -1.22 -1.05
N 0.6566 -1.2857 -0.1264 1.18 0.08 0.36
C 1.4710 -0.1924 0.2911 -1.02 1.15 -2.14
Cl 2.6992 0.3560 -1.0596 -1.35 -0.39 1.22
C 0.6113 0.9848 0.7179 -1.07 1.28 -2.45
C 1.2693 2.2706 1.1107 1.59 -0.36 -0.14
N -0.3542 0.5719 1.7781 -0.11 -1.00 -0.06
O 0.0372 0.5513 2.9130 0.36 0.30 0.12
O -1.4368 0.1956 1.3942 -0.78 0.09 0.03
N -0.8372 0.0960 -1.4524 -3.42 1.07 -1.64
C -0.7530 1.2495 -0.8197 4.79 -2.22 4.00
N -1.2801 2.4181 -0.8430 1.39 0.66 1.16
H -1.1219 -4.7464 -1.2541 -0.47 -1.49 -1.19
H -0.9719 -4.0343 0.2296 0.09 0.12 2.62
H 0.4982 -3.9475 -1.0103 -0.82 -0.70 1.09
H 2.0773 -0.4365 1.0981 1.25 -0.73 1.33
H 2.1612 2.2591 1.7940 -0.83 -0.91 -0.48
H 0.5923 2.8811 1.6176 -1.29 1.17 0.74
H 1.6609 2.7750 0.2522 0.05 0.30 -0.74
H -1.7268 -0.0579 -2.1095 2.53 0.29 1.54
H -0.9237 3.1466 -0.1935 -0.23 -0.89 -0.68
H -2.1762 2.5762 -1.1657 -2.20 0.51 -1.32
```
Positions in Å, forces in eV/Å.

Löwdin atomic charge list, values in e, 6 entries: -0.2193 0.9438 -0.6736 0.0622 -0.5355 0.6038



Record 2
Molecular formula: C7H12
Method: DFT, ωB97M-V/def2-TZVPD

Calculated values
**Energy**: -273.7455 Ha
**M**: 96.2 g mol⁻¹
**Lowest unoccupied orbital energy**: 1.0403 eV
**HOMO**: -7.8 eV

```
19
Properties=species:S:1:pos:R:3:forces:R:3
C -0.5135 1.9131 -2.0767 -0.17 0.01 -0.04
C 0.7640 1.7715 -1.2738 0.13 0.06 -0.02
C -0.2549 0.1224 1.1897 -0.04 -0.34 0.38
C -1.1801 -0.8657 0.5205 -0.18 -0.05 -0.13
C -0.5377 -1.6405 1.6359 -0.32 -0.32 0.12
C 0.7862 -2.1589 1.1982 0.01 -0.05 -0.10
C 0.8067 -0.7220 1.6190 0.36 0.28 0.10
H -0.3182 2.0878 -3.1391 -0.03 0.06 0.12
H -1.1019 2.7417 -1.6788 -0.11 -0.04 -0.17
H -1.1151 1.0032 -2.0021 -0.04 0.09 0.00
H 1.3535 0.9305 -1.6550 0.04 0.08 0.28
H 1.3719 2.6754 -1.3379 0.07 -0.03 -0.10
H 0.5209 1.6376 -0.2144 0.18 -0.13 -0.21
H -0.9675 -1.3029 -0.4584 0.08 0.06 0.10
H -2.2280 -0.5868 0.6153 0.13 -0.02 -0.08
H -1.0036 -1.9300 2.5696 0.06 0.18 -0.11
H 1.3155 -2.8209 1.8780 -0.09 0.08 -0.10
H 0.8733 -2.4173 0.1442 -0.03 0.05 0.14
H 1.4286 -0.4382 2.4659 -0.05 0.03 -0.17
```
Positions in Å, forces in eV/Å.

Löwdin atomic charge list, values in e, 6 entries: -0.1722 -0.1798 -0.0209 -0.1723 -0.1982 -0.0884



Record 3
Molecular formula: C4H19BO6P
Method: DFT, ωB97M-V/def2-TZVPD

Calculated values
**Energy**: -981.5000 Ha
**M**: 205.0 g mol⁻¹
**Lowest unoccupied orbital energy**: 2.4125 eV
**Total charge**: -1
**HOMO**: -4.8 eV

```
31
Properties=species:S:1:pos:R:3:forces:R:3
B 6.0857 -0.8830 -0.1394 0.09 0.53 -0.11
C 4.8122 -0.4181 -1.1115 -0.09 -0.94 0.56
P 3.1369 -0.6957 -0.4091 -1.59 1.93 -2.97
O 2.1064 -0.2493 -1.4572 0.89 -0.96 1.58
O 2.8097 0.2306 0.9406 1.33 -2.10 -0.52
O 2.8724 -2.3029 -0.0291 0.58 2.04 0.99
H 6.6773 -1.8022 -0.6693 0.12 -0.30 0.02
H 5.7528 -1.1449 0.9910 -0.24 -0.29 0.32
H 6.8260 0.0788 -0.0511 0.33 0.16 0.00
H 4.8627 -1.0557 -2.0236 -0.50 0.29 0.50
H 4.9447 0.6176 -1.4812 -0.69 -0.40 0.47
H 2.2578 0.9579 0.6456 -0.44 -0.02 -0.35
H 2.8478 -2.7958 -0.8474 0.03 -0.02 -0.44
C -1.2862 1.2100 1.6001 0.07 -0.38 -0.20
O -0.2885 1.0184 0.6052 -0.16 0.36 0.07
H -1.1679 2.2051 2.0264 0.08 -0.02 -0.06
H -2.2782 1.1263 1.1504 -0.09 0.09 0.21
H -1.1747 0.4639 2.3930 -0.09 0.10 0.12
H -0.4030 0.1369 0.2395 0.35 -0.07 -0.14
C -4.2946 2.0775 -1.7607 0.27 -0.07 -0.06
O -3.3913 1.2980 -0.9838 -0.27 -0.11 0.01
H -5.2648 2.0741 -1.2678 0.06 -0.05 0.04
H -3.9336 3.1062 -1.8366 -0.13 0.03 -0.06
H -4.3987 1.6494 -2.7610 -0.12 0.11 -0.03
H -2.5400 1.3122 -1.4319 0.15 -0.06 0.14
C -4.2134 -1.5146 1.6137 0.03 0.20 -0.31
O -4.8044 -1.3774 0.3283 -0.14 -0.17 0.14
H -4.7092 -2.3318 2.1350 -0.02 0.01 -0.07
H -3.1489 -1.7452 1.5182 0.02 -0.01 0.19
H -4.3406 -0.5932 2.1892 0.09 -0.07 0.14
H -4.3544 -0.6530 -0.1154 0.10 0.19 -0.16
```
Positions in Å, forces in eV/Å.

Löwdin atomic charge list, values in e, 6 entries: -0.5265 -0.3435 0.5418 -0.4184 -0.1772 -0.1745



Record 4
Molecular formula: H20O10Xe
Method: DFT, ωB97M-V/def2-TZVPD

Calculated values
**Energy**: -1093.7242 Ha
**M**: 311.4 g mol⁻¹
**Lowest unoccupied orbital energy**: -0.4571 eV
**HOMO**: -10.8 eV

```
31
Properties=species:S:1:pos:R:3:forces:R:3
Xe -9.3924 11.6927 15.1297 0.00 0.25 -0.19
O -9.6924 8.4737 15.7002 0.28 -0.57 -0.37
H -10.3862 8.8599 15.1657 -0.20 0.05 0.05
H -9.7319 8.9531 16.5277 -0.35 0.18 0.47
O -10.1715 9.8346 18.0937 0.29 0.44 0.16
H -10.9891 10.0109 18.5592 -0.49 -0.02 -0.04
H -9.5270 9.6909 18.7866 0.26 -0.38 0.23
O -8.7652 12.7014 18.3211 0.05 -0.08 0.18
H -7.9331 12.8581 18.7677 0.32 0.19 0.21
H -9.0552 11.8491 18.6463 -0.08 -0.47 -0.16
O -12.4195 14.0478 12.7793 -0.09 0.04 -0.12
H -12.2747 14.0151 13.7249 -0.10 -0.14 0.35
H -11.5765 14.3200 12.4167 0.15 0.04 -0.21
O -13.1163 12.4198 16.6822 -0.47 -0.68 -0.45
H -12.3643 12.9743 16.8905 0.40 0.45 0.35
H -13.8651 12.8774 17.0645 -0.18 0.07 0.03
O -7.6412 15.0266 16.8001 0.35 0.17 0.53
H -7.9875 15.0165 15.9078 -0.04 -0.02 -0.47
H -8.0070 14.2418 17.2083 -0.22 -0.11 -0.09
O -8.9020 15.1048 14.2921 -0.02 0.09 -0.09
H -9.0111 14.8036 13.3901 0.19 -0.13 -0.24
H -9.7840 15.3503 14.5714 -0.28 0.17 0.22
O -9.3151 8.5811 12.6680 0.11 0.07 -0.32
H -9.7319 7.7450 12.8767 -0.03 -0.28 0.07
H -9.7315 9.2104 13.2570 0.06 0.22 0.07
O -6.8141 7.8606 16.0325 0.42 -0.03 0.38
H -6.5048 7.6919 15.1424 0.03 -0.03 -0.21
H -7.6252 8.3551 15.9150 -0.46 0.00 -0.28
O -11.1526 13.9271 17.8028 -0.39 0.29 -0.27
H -11.3633 14.3104 18.6543 -0.09 0.20 0.16
H -10.4860 13.2676 17.9948 0.60 0.04 0.03
```
Positions in Å, forces in eV/Å.

Löwdin atomic charge list, values in e, 6 entries: 0.4537 -0.1269 -0.0083 -0.0414 -0.0540 0.0704



Record 5
Molecular formula: C5H5Cl3
Method: DFT, ωB97M-V/def2-TZVPD

Calculated values
**SMILES string**: Cl/C=C/C=C/C(Cl)Cl
**Energy**: -1574.0265 Ha
**M**: 171.5 g mol⁻¹
**Lowest unoccupied orbital energy**: 0.1121 eV
**HOMO**: -9.2 eV

```
13
Properties=species:S:1:pos:R:3:forces:R:3
Cl 2.2436 2.3158 -2.8810 -1.40 -0.96 0.19
C 1.1784 1.1335 -2.0613 2.87 -1.34 2.55
C 1.7964 0.3311 -1.1243 0.54 -0.74 -1.52
C 1.1270 -0.6624 -0.1631 -0.73 2.89 -1.48
C -0.0796 -0.3318 0.3298 -0.25 -2.85 0.83
C -0.8802 -1.2522 1.3087 0.93 0.64 -2.67
Cl -0.9765 -0.4131 2.7716 0.39 0.70 2.32
Cl -2.5992 -1.5117 0.8249 0.54 -0.32 -0.61
H 0.1256 1.0312 -2.1809 -0.64 0.83 -0.61
H 2.9243 0.1854 -1.2612 -1.61 0.70 0.69
H 1.7133 -1.5264 0.0784 -0.14 -0.44 0.24
H -0.6384 0.5394 0.1394 -0.09 1.25 -0.53
H -0.3298 -2.1846 1.3225 -0.43 -0.38 0.60
```
Positions in Å, forces in eV/Å.

Löwdin atomic charge list, values in e, 6 entries: 0.5437 -0.5091 -0.1833 -0.0792 -0.2057 -1.1463



Record 6
Molecular formula: C5H9Cl
Method: DFT, ωB97M-V/def2-TZVPD

Calculated values
**SMILES string**: CC/C=C/CCl
**Energy**: -656.0732 Ha
**M**: 104.6 g mol⁻¹
**Lowest unoccupied orbital energy**: 1.1414 eV
**HOMO**: -9.6 eV

```
15
Properties=species:S:1:pos:R:3:forces:R:3
C 1.9917 -1.0879 0.0337 1.85 -0.90 0.49
C 0.6752 -1.0721 -0.6952 -0.79 -1.57 0.30
C 0.0344 0.2286 -0.3949 -1.48 0.60 -0.63
C -1.1884 0.3624 0.1579 0.94 -1.48 -0.82
C -1.8494 1.6139 0.4762 -0.45 1.45 -1.27
Cl -2.3923 1.6555 2.1725 0.10 0.22 0.12
H 2.5365 -2.0865 0.0929 -0.89 1.06 -0.34
H 2.7194 -0.3757 -0.4012 -0.37 -0.22 0.21
H 1.8150 -0.7919 1.0781 0.13 -0.01 -0.27
H 0.7314 -1.3111 -1.7597 0.40 0.49 -0.13
H 0.0506 -1.9166 -0.3296 0.16 0.58 0.11
H 0.6098 1.0815 -0.8014 -0.38 -0.08 0.80
H -1.8230 -0.5199 0.3136 0.59 0.04 0.21
H -2.7486 1.7932 -0.1530 0.40 -0.32 0.52
H -1.1623 2.4265 0.2102 -0.22 0.15 0.69
```
Positions in Å, forces in eV/Å.

Löwdin atomic charge list, values in e, 6 entries: -0.1342 -0.2938 -0.1321 -0.2186 -0.6338 0.5414